1.
This record from the OMol25 dataset describes a structure of composition C24H34AsN4OPdS in a non-equilibrium geometry. The level of theory is ωB97M-V/def2-TZVPD.

```
66
Properties=species:S:1:pos:R:3:forces:R:3
Pd 0.509 -0.398 0.504 1.514 1.304 1.091
C -0.862 -0.438 3.417 0.172 0.239 0.347
N 0.105 0.452 2.725 -0.237 -1.049 -0.546
C 1.435 0.427 3.399 -0.095 0.115 0.035
C -0.408 1.738 2.446 -0.068 0.173 0.056
C -1.338 2.352 3.257 -0.131 0.199 0.128
C -1.802 3.625 2.941 0.000 0.030 -0.020
C -1.381 4.295 1.777 -0.204 0.043 0.321
C -0.459 3.715 0.963 0.395 -0.321 -0.054
C 0.074 2.426 1.291 -0.199 0.353 0.087
N 0.906 1.709 0.512 -0.492 -0.663 -0.447
C 1.733 2.188 -0.419 0.325 0.179 -0.096
C 2.124 3.562 -0.548 -0.166 -0.289 0.186
C 2.803 3.969 -1.654 0.093 -0.028 -0.276
C 3.148 3.025 -2.638 0.009 -0.038 0.023
C 2.909 1.658 -2.462 0.103 0.197 -0.208
C 2.262 1.219 -1.337 0.044 0.207 0.101
N 2.147 -0.170 -1.024 -0.823 -0.925 0.155
C 1.694 -1.000 -2.176 0.417 0.144 -0.140
C 3.432 -0.680 -0.459 0.118 0.107 -0.089
H -0.955 -0.193 4.478 0.030 0.051 -0.010
H -0.506 -1.460 3.348 0.065 -0.087 -0.038
H -1.836 -0.364 2.944 -0.045 -0.003 -0.087
H 1.332 0.735 4.442 -0.068 0.022 0.012
H 2.126 1.102 2.902 0.009 0.011 -0.072
H 1.831 -0.585 3.372 -0.026 -0.040 -0.034
H -1.679 1.865 4.160 -0.051 0.048 -0.042
H -2.516 4.104 3.602 0.038 -0.022 -0.041
H -1.804 5.257 1.519 -0.026 -0.029 0.033
H -0.200 4.187 0.028 0.022 -0.038 -0.067
H 1.926 4.258 0.253 -0.061 0.013 0.060
H 3.095 5.005 -1.768 0.031 -0.034 -0.020
H 3.674 3.354 -3.527 0.020 -0.011 0.050
H 3.290 0.954 -3.190 -0.021 0.055 -0.026
H 2.404 -0.976 -3.005 0.053 0.020 0.036
H 0.724 -0.649 -2.510 -0.123 0.056 0.035
H 1.615 -2.026 -1.835 0.037 -0.014 0.030
H 4.207 -0.697 -1.229 -0.033 0.046 -0.053
H 3.274 -1.685 -0.083 -0.042 -0.037 0.019
H 3.761 -0.037 0.355 -0.048 0.015 0.040
C -3.500 1.490 0.066 -0.121 0.057 0.040
As -2.909 0.061 -1.049 0.327 -0.096 0.019
C -3.884 -1.515 -0.611 -0.141 -0.008 0.024
C -3.248 0.519 -2.864 -0.109 0.015 -0.025
O -1.260 -0.191 -0.849 -0.236 0.005 -0.238
H -4.553 1.703 -0.121 0.022 0.005 0.021
H -2.905 2.370 -0.168 -0.004 0.055 0.023
H -3.368 1.210 1.110 -0.001 0.020 0.035
H -4.952 -1.302 -0.585 0.019 -0.026 -0.005
H -3.556 -1.873 0.362 -0.004 -0.049 0.037
H -3.685 -2.264 -1.373 -0.008 -0.090 -0.005
H -4.321 0.571 -3.041 -0.022 0.011 -0.019
H -2.812 -0.250 -3.496 0.022 -0.019 -0.077
H -2.795 1.482 -3.079 0.038 0.047 -0.052
S 0.873 -2.534 1.239 -0.060 0.034 -0.382
C 0.597 -3.768 0.044 -0.104 0.048 0.215
N 1.152 -4.976 0.287 -0.029 -0.129 -0.099
C 0.976 -6.061 -0.506 0.142 0.078 0.225
C 0.221 -5.960 -1.635 -0.125 -0.033 -0.159
C -0.355 -4.724 -1.936 -0.018 0.086 -0.023
C -0.175 -3.635 -1.102 -0.157 -0.052 -0.167
H 1.718 -5.080 1.121 0.035 -0.026 0.035
H 1.467 -6.972 -0.192 -0.003 0.021 0.048
H 0.071 -6.826 -2.264 0.033 0.034 -0.001
H -0.956 -4.621 -2.831 0.000 -0.007 0.047
H -0.637 -2.677 -1.302 -0.031 0.019 0.002
```
Forces are in eV/Å.

Its highest occupied orbital energy (spin up / spin down) is -16.6 / -16.6 eV. Its net charge is +3. The calculation puts the max |F| at 2.3 eV/A. The energy relative to the best compared isomer or geometry (same formula, charge and spin) is 0.0 kJ/mol. The value obtained for the molar mass is 607.97 g/mol. For the HOMO-LUMO gap (spin up / spin down), the calculation gives 4.96 / 4.94 eV. For the electronic energy, the calculation gives -3990.03412 a.u.

List of natural (NBO) charges in e, atom by atom: number 1, Pd, carries 0.98; number 2, C, carries -0.42; number 3, N, carries -0.47; number 4, C, carries -0.41; number 5, C, carries 0.34; number 6, C, carries -0.28; number 7, C, carries -0.03; number 8, C, carries -0.21; number 9, C, carries -0.14; number 10, C, carries 0.05; number 11, N, carries -0.28; number 12, C, carries 0.05; number 13, C, carries -0.12; number 14, C, carries -0.21; number 15, C, carries 0.00; number 16, C, carries -0.28; number 17, C, carries 0.35; number 18, N, carries -0.48; number 19, C, carries -0.42; number 20, C, carries -0.41; number 21, H, carries 0.22; number 22, H, carries 0.24; number 23, H, carries 0.22; number 24, H, carries 0.22; number 25, H, carries 0.22; number 26, H, carries 0.23; number 27, H, carries 0.26; number 28, H, carries 0.26; number 29, H, carries 0.27; number 30, H, carries 0.25; number 31, H, carries 0.25; number 32, H, carries 0.27; number 33, H, carries 0.26; number 34, H, carries 0.26; number 35, H, carries 0.21; number 36, H, carries 0.24; number 37, H, carries 0.22; number 38, H, carries 0.22; number 39, H, carries 0.23; number 40, H, carries 0.23; number 41, C, carries -1.01; number 42, As, carries 2.00; number 43, C, carries -1.00; number 44, C, carries -0.99; number 45, O, carries -1.27; number 46, H, carries 0.28; number 47, H, carries 0.25; number 48, H, carries 0.24; number 49, H, carries 0.27; number 50, H, carries 0.26; number 51, H, carries 0.26; number 52, H, carries 0.27; number 53, H, carries 0.26; number 54, H, carries 0.26; number 55, S, carries -0.09; number 56, C, carries 0.09; number 57, N, carries -0.45; number 58, C, carries 0.10; number 59, C, carries -0.24; number 60, C, carries -0.06; number 61, C, carries -0.29; number 62, H, carries 0.45; number 63, H, carries 0.26; number 64, H, carries 0.28; number 65, H, carries 0.25; number 66, H, carries 0.26

2.
This record from the OMol25 dataset describes a cluster of 2 separate species, C7H16N3O in total in a non-equilibrium geometry. The level of theory is ωB97M-V/def2-TZVPD.

```
27
Properties=species:S:1:pos:R:3:forces:R:3
C 0.325 -3.024 1.262 2.913 1.836 -0.927
C 0.782 2.590 -0.941 -0.322 -0.298 -1.613
C 0.703 1.371 -1.925 3.485 1.806 -2.061
C -0.476 2.612 -0.084 0.932 -2.564 0.621
C -0.535 0.166 -0.193 2.239 2.672 -1.206
C -1.291 1.204 1.879 1.402 -2.905 1.341
C -0.539 -2.978 0.298 -1.249 -0.736 -2.044
N 0.141 0.233 -1.379 -3.285 -0.943 3.804
N -0.123 -2.701 -1.063 1.775 1.543 2.487
N -0.628 1.240 0.589 -0.431 0.718 -1.991
O 1.611 -2.532 0.899 -0.417 -0.399 1.069
H 0.213 -3.424 2.205 -0.440 -0.418 1.922
H 1.661 2.563 -0.308 0.043 -0.240 0.170
H 0.891 3.492 -1.582 -0.276 -0.460 0.598
H 0.259 1.701 -2.889 -0.448 -0.297 0.707
H 1.737 0.973 -2.324 -1.407 1.357 1.022
H -0.341 3.196 0.759 0.283 1.779 1.341
H -1.434 2.821 -0.506 -0.393 0.288 -0.826
H -0.891 -0.743 0.199 -0.132 -1.183 0.050
H -0.581 1.372 2.770 -0.885 -0.014 -1.567
H -2.137 1.830 1.968 -0.814 0.871 -0.205
H -1.635 0.129 1.957 0.125 1.201 0.396
H -1.584 -3.234 0.491 0.395 -0.165 -0.403
H 0.297 -0.634 -1.811 -0.160 -1.458 -0.521
H 0.935 -2.767 -1.138 -2.064 -0.382 -0.051
H -0.651 -3.266 -1.649 -0.571 -1.186 -1.610
H 2.095 -2.247 1.697 -0.300 -0.423 -0.506
```
Forces are in eV/Å.

Its highest occupied orbital energy is -11.8 eV. Its net charge is +1. The calculation puts the max |F| at 5.1 eV/A. The energy relative to the best compared isomer or geometry (same formula, charge and spin) is 60.5 kJ/mol. The value obtained for the molar mass is 158.23 g/mol. For the HOMO-LUMO gap, the calculation gives 8.83 eV. For the electronic energy, the calculation gives -515.54837 a.u.

List of natural (NBO) charges in e, atom by atom: number 1, C, carries 0.05; number 2, C, carries -0.43; number 3, C, carries -0.23; number 4, C, carries -0.21; number 5, C, carries 0.39; number 6, C, carries -0.41; number 7, C, carries -0.13; number 8, N, carries -0.53; number 9, N, carries -0.88; number 10, N, carries -0.35; number 11, O, carries -0.74; number 12, H, carries 0.20; number 13, H, carries 0.23; number 14, H, carries 0.25; number 15, H, carries 0.22; number 16, H, carries 0.23; number 17, H, carries 0.22; number 18, H, carries 0.22; number 19, H, carries 0.24; number 20, H, carries 0.23; number 21, H, carries 0.22; number 22, H, carries 0.22; number 23, H, carries 0.22; number 24, H, carries 0.45; number 25, H, carries 0.41; number 26, H, carries 0.39; number 27, H, carries 0.50

3.
This record from the OMol25 dataset describes the molecule C3H4OS in a non-equilibrium geometry. The level of theory is ωB97M-V/def2-TZVPD.

```
9
Properties=species:S:1:pos:R:3:forces:R:3
C 1.354 -0.033 -0.192 3.572 -0.788 -1.161
C -0.010 0.484 -0.432 -1.817 0.080 0.684
C -0.976 -0.261 0.462 -2.858 1.286 -1.152
O 1.588 -1.024 0.482 -0.499 1.258 -0.544
S -0.430 1.706 -1.404 0.725 -0.392 0.078
H 2.279 0.434 -0.760 -1.854 -0.269 0.848
H -0.332 -0.730 1.185 -0.760 -0.241 0.906
H -1.587 -1.024 -0.101 1.105 0.358 0.307
H -1.887 0.446 0.759 2.385 -1.292 0.034
```
Forces are in eV/Å.

Its highest occupied orbital energy is -9.3 eV. The calculation puts the max |F| at 3.8 eV/A. The energy relative to the best compared isomer or geometry (same formula, charge and spin) is 121.5 kJ/mol. The value obtained for the molar mass is 88.13 g/mol. For the HOMO-LUMO gap, the calculation gives 7.68 eV. For the electronic energy, the calculation gives -590.07838 a.u.

List of natural (NBO) charges in e, atom by atom: number 1, C, carries 0.35; number 2, C, carries -0.21; number 3, C, carries -0.71; number 4, O, carries -0.49; number 5, S, carries 0.15; number 6, H, carries 0.14; number 7, H, carries 0.26; number 8, H, carries 0.25; number 9, H, carries 0.25

Which of these has the lowest molar mass?
C3H4OS